w) Molecular formula: C10H11NO2S
Method: DFT, ωB97M-V/def2-TZVPD

Positions of all 25 atoms, in Å:
C -2.5052 2.1569 -2.4187
H -0.8013 -0.4916 -4.0700
C 0.1587 -0.6062 -0.8514
C 1.6294 -0.4634 3.8918
H 0.0945 0.9290 2.1546
O -1.9286 2.3420 1.0000
C 1.5374 -1.8926 0.6607
C 1.2943 -0.9924 1.7438
H 1.3179 -2.3534 -1.3526
C 0.3465 0.0419 1.4754
C -0.2030 0.2141 0.2239
C -2.1074 1.0314 -1.4574
H 2.3757 -0.6754 4.6215
H 0.6585 -0.5406 4.3798
H -1.6297 2.5687 -2.9423
C 0.9929 -1.7063 -0.5700
H -2.9771 2.8678 -1.6971
H 2.0398 -2.8289 0.8658
C -0.3480 -0.1869 -2.0691
H 0.5152 -1.5606 -3.3361
N -0.1081 -0.6811 -3.2604
O 1.9195 -1.3431 2.8707
S -1.0366 1.8242 -0.0798
H -3.1581 1.8449 -3.1694
H 1.9228 0.5015 3.3866

total charge: 0
gap between HOMO and LUMO (spin up / spin down): 6.55 / 6.56 eV

---

x) Molecular formula: C10H11NO2S
Method: DFT, ωB97M-V/def2-TZVPD

Positions of all 25 atoms, in Å:
H 2.3655 -1.1442 -0.4490
C 1.5316 -1.1715 0.1990
H -3.8265 -0.2661 1.2119
H 2.6097 -1.3950 2.0617
N 1.6124 2.4752 -1.2738
O 0.1578 -0.7569 -1.7083
C 0.4757 -1.3346 2.3487
C 0.9510 0.3613 -2.2241
H 1.9089 0.3047 -1.9751
S 2.9294 4.0283 0.5189
H 0.7839 -1.5859 3.4247
C 0.4300 1.7030 -1.7383
C 0.1781 -0.8116 -0.3228
H -0.0561 2.2252 -2.5642
O -2.0562 -0.3025 0.0281
C -3.3837 -0.8251 0.4202
C 1.6365 -1.2798 1.5725
C -0.7980 -1.0309 1.8469
H 0.9708 0.3311 -3.2961
H -4.0707 -0.6611 -0.4236
H -0.4294 1.6353 -1.0550
H -1.6483 -1.0668 2.5304
C 2.1169 3.1244 -0.4100
C -0.8671 -0.6807 0.5474
H -3.5223 -1.8756 0.7299

total charge: 0
SMILES: COc1ccccc1OCCN=C=S
gap between HOMO and LUMO: 9.32 eV

---

Relative calculated energies, zero for the most stable structure, unit kcal/mol: w) 91.7; x) 0.0.

---

w) Molecular formula: C10H19N2
Method: DFT, ωB97M-V/def2-TZVPD

Positions of all 31 atoms, in Å:
C -0.7238 -0.8215 -3.1143
H -1.3329 -1.7889 -3.2361
H -1.7966 2.5009 -0.0908
N -0.9068 -0.1208 -1.8581
H 2.8941 -1.5494 -0.6470
H -0.5776 0.4524 3.3710
H 0.0831 2.9922 2.3760
C 0.4264 -2.3662 0.6817
N -0.4822 0.7990 0.0435
H 1.6592 2.1560 2.0850
H 1.3805 -2.7622 1.1573
C -1.4828 1.5887 -0.5364
H -1.5187 -0.3498 2.0775
H -0.0212 -3.2493 0.4474
H -0.1807 -1.7723 1.4412
C 0.7634 -1.4092 -0.4504
H 2.4086 -0.4327 0.6821
H 2.2228 0.0278 -0.9448
H -0.8565 -0.2200 -4.1249
H -1.8954 1.3774 2.4019
C 0.6803 2.3515 1.7178
C -1.7716 0.9514 -1.7244
H 0.8179 0.2897 1.5338
C -0.0062 1.0321 1.4179
H 0.6798 3.0054 0.8994
C 2.1946 -0.7951 -0.3331
H -2.6409 0.9438 -2.3594
C -0.2015 -0.2799 -0.7322
H 0.3249 -1.2132 -3.1827
C -1.0650 0.5878 2.4008
H 0.9247 -1.9255 -1.4000

total charge: +1
SMILES: CC(C)c1n(C)cc[n+]1C(C)C
gap between HOMO and LUMO: 10.96 eV

---

x) Molecular formula: C10H19N2
Method: DFT, ωB97M-V/def2-TZVPD

Positions of all 31 atoms, in Å:
C -0.3516 -0.7186 0.6044
C 3.3643 1.3616 1.0477
H -0.4229 -1.2690 -0.3362
C -1.2097 -2.7927 2.8724
H 3.6939 2.3828 1.1812
H -1.6548 -0.2051 2.2458
N -0.2824 2.1603 -2.4260
H 2.2493 1.1059 -2.1714
H 1.6684 -0.5411 -1.8667
H -1.9275 -2.8999 0.8448
H 0.3781 0.5334 -3.6253
H -0.7188 1.2445 -0.2791
H 0.4308 -1.1806 1.2096
H -1.5366 -3.7977 3.1244
H -0.6657 0.1553 -2.2440
C 0.1528 0.7970 -2.5806
H 3.9550 0.6117 1.5525
H -0.2973 2.5690 -4.4642
H -0.1508 -2.8399 2.6227
C 0.0230 0.7425 0.3434
H -1.3298 -2.1648 3.7529
C -1.6903 -0.8117 1.3383
C 1.4205 0.5208 -1.7647
H 0.0985 1.2736 1.2948
C -2.0436 -2.2525 1.7167
H -0.7839 3.9051 -3.2738
H -3.0955 -2.2774 2.0046
N 1.3141 0.8337 -0.3336
H -2.4753 -0.4077 0.6962
C -0.4523 2.8907 -3.4298
C 2.3402 1.0709 0.3431

total charge: +1
SMILES: C=C=[N+](CCCCC)CCN=C
gap between HOMO and LUMO: 9.64 eV

---

Relative calculated energies, zero for the most stable structure, unit kcal/mol: w) 0.0; x) 36.9.

---

w) Molecular formula: C3H10NO3
Method: DFT, ωB97M-V/def2-TZVPD

Positions of all 17 atoms, in Å:
H 2.6243 -1.4152 -0.2726
H -0.7161 2.3530 -0.2280
C 1.1282 0.0279 -0.0303
H 1.5924 1.4910 -1.1999
N -0.6839 -1.3135 0.0657
H 0.3266 -1.7197 0.0335
H 1.6368 0.5230 1.7144
H -0.9953 -1.3177 1.0660
H -2.0655 1.2814 -0.4610
O 1.8169 1.1320 -0.3798
C -1.1416 1.2396 -0.0365
H -1.2409 1.2724 1.0660
H -1.4713 -1.7091 -0.4595
O 1.0468 -0.1206 1.3000
C -0.3534 0.0275 -0.5517
H -0.4756 -0.1066 -1.6282
O 1.6836 -1.1658 -0.5761

total charge: +1
SMILES: C[C@H]([NH3+])C(O)(O)O
gap between HOMO and LUMO: 12.68 eV

---

x) Molecular formula: C3H10NO3
Method: DFT, ωB97M-V/def2-TZVPD

Positions of all 17 atoms, in Å:
H -0.9163 -1.4298 0.5163
O 1.3111 1.5599 -0.6008
H 0.1369 1.0053 1.8354
H -2.4509 1.1327 0.9264
H -1.2699 -1.3162 -1.3841
C -1.3837 -0.8474 -0.3815
H 0.8897 -1.2556 -1.0238
O -1.4458 1.1470 0.8522
C 0.7022 0.5712 0.1174
H 2.4546 -0.4683 -0.5867
C -0.8649 0.5432 -0.2080
H -2.4834 -0.7509 -0.1822
H -1.0847 1.0986 -1.1048
O 0.9451 0.6458 1.4387
H 2.0676 1.7962 -0.1188
N 1.5536 -0.6857 -0.2622
H 1.6954 -1.2875 0.6215

total charge: +1
SMILES: C[C@@H](O)C([NH3+])(O)O
gap between HOMO and LUMO: 11.60 eV

---

Relative calculated energies, zero for the most stable structure, unit kcal/mol: w) 0.0; x) 10.2.

---

w) Molecular formula: ClH2O2PS2
Method: DFT, ωB97M-V/def2-TZVPD

Positions of all 8 atoms, in Å:
Cl -2.0462 2.8782 2.5004
O -3.8692 0.9269 2.2188
O -2.7403 1.4088 0.0978
S -1.1529 -0.1247 1.8176
H -0.0133 1.4956 0.2820
S -2.6687 1.2389 1.5126
H 0.9112 -0.2980 0.3848
P -0.1809 0.2047 -0.0476

total charge: 0
SMILES: O=S(=O)(Cl)SP
gap between HOMO and LUMO: 9.20 eV

---

x) Molecular formula: ClH2O2PS2
Method: DFT, ωB97M-V/def2-TZVPD

Positions of all 8 atoms, in Å:
S -1.9879 1.1448 -2.4033
P -0.2254 -0.3413 -0.9216
O -2.6551 2.1246 -3.1780
S -0.2764 1.7371 -1.3941
Cl -1.1552 -0.2719 -3.6140
H -1.3700 -0.3866 0.0034
O -2.7622 0.3353 -1.5210
H 0.6830 -0.1018 0.1475

total charge: 0
gap between HOMO and LUMO: 9.07 eV

---

y) Molecular formula: ClH2O2PS2
Method: DFT, ωB97M-V/def2-TZVPD

Positions of all 8 atoms, in Å:
O 1.3118 -0.5449 0.6968
Cl -2.8619 -0.2692 0.5459
H 1.5913 0.1520 -1.8322
O 1.0669 0.7444 -1.3076
S -0.4435 1.9883 0.9867
P 0.1889 0.3433 -0.0219
H 0.7111 -1.0624 1.3862
S -1.5646 -1.3515 -0.4539

total charge: 0
SMILES: OP(O)(=S)SCl
gap between HOMO and LUMO: 8.45 eV

---

Relative calculated energies, zero for the most stable structure, unit kcal/mol: w) 55.2; x) 60.9; y) 0.0.

---

w) Molecular formula: CH3N3S2
Method: DFT, ωB97M-V/def2-TZVPD

Positions of all 9 atoms, in Å:
S -1.9105 -0.4590 0.7645
N 1.5905 1.2314 0.6590
N -0.0385 -0.4986 -1.0687
C -0.7705 -1.2403 -0.3397
N -0.1718 0.7338 -1.0861
H -0.5235 -2.3250 -0.4449
H 2.2199 0.5268 0.2620
H 1.0653 0.7039 1.3535
S -1.4609 1.3271 -0.0996

total charge: 0
gap between HOMO and LUMO (spin up / spin down): 8.75 / 7.48 eV

---

x) Molecular formula: CH3N3S2
Method: DFT, ωB97M-V/def2-TZVPD

Positions of all 9 atoms, in Å:
N -2.5041 -0.5874 0.3419
S -2.8959 0.8637 -0.2717
H -3.1798 -0.9315 0.9888
N 0.7567 0.7938 0.7899
C 0.6920 0.1501 -0.2896
S -1.2451 -1.5409 0.2094
H 1.4832 1.5242 0.7033
H 1.2458 0.5043 -1.1446
N 0.0327 -0.9878 -0.6040

total charge: 0
gap between HOMO and LUMO (spin up / spin down): 7.35 / 7.22 eV

---

Relative calculated energies, zero for the most stable structure, unit kcal/mol: w) 25.5; x) 0.0.